# 1
ORCA calculation (the ωB97M-V functional and the def2-TZVPD basis) on 2 unconnected molecules or ions with the total composition C3H9NP2 at a distorted geometry.

XYZ file:
```
15
Properties=species:S:1:pos:R:3:lowdin_charge:R:1
C -2.72483 -0.35094 0.69527 -0.2288
P -1.36358 0.05590 -0.30901 0.6757
C 0.05822 0.98059 0.57379 -0.4750
P 1.30886 -0.02672 -0.30882 0.7437
C 2.61975 -0.50214 0.72873 -0.2578
N -0.15739 -1.13197 -0.32466 -0.4293
H -2.86807 -1.26641 1.02103 -0.0789
H -3.58097 0.34752 0.46619 0.0106
H 0.04186 0.42711 1.60880 0.0809
H 0.09520 1.98412 0.74104 -0.0155
H 3.04679 0.31394 1.33597 0.0037
H 3.45078 -0.86280 0.16870 -0.0398
H -0.42128 -1.94764 -0.84247 0.0211
H 0.60579 0.93441 -2.67351 -0.0253
H -0.11114 1.04502 -2.88104 0.0147
```

Results
Charge: 0
HOMO-LUMO gap (alpha / beta), eV: 6.5 / 7.1
Highest occupied orbital energy (alpha / beta), eV: -7.51 / -7.88
Lowest unoccupied orbital energy (alpha / beta), eV: -1.05 / -0.75


# 2
ORCA calculation (the ωB97M-V functional and the def2-TZVPD basis) on 2 unconnected molecules or ions with the total composition C8H11NO at a distorted geometry.

XYZ file:
```
21
Properties=species:S:1:pos:R:3:lowdin_charge:R:1
C 1.91146 -1.13857 0.83905 -0.1334
C 1.63324 0.15341 1.37685 -0.0955
C 1.84244 1.30119 0.62093 -0.1705
C 2.46233 1.23186 -0.51590 -0.1131
C 2.44976 -0.09112 -1.18446 -0.0515
C 2.27334 -1.35670 -0.48927 -0.0994
H 1.78404 -2.08235 1.55482 0.1320
H 1.53507 0.24784 2.49854 0.1142
H 2.00377 2.24018 1.11878 0.1036
H 2.81319 2.13625 -0.95447 0.0931
H 2.79958 -0.06455 -2.29325 0.1106
H 2.71102 -2.30106 -0.89585 0.1079
C -3.52324 1.20392 0.04133 -0.0092
C -2.66862 -0.04704 -0.27466 -0.5947
N -3.13617 -1.17858 0.35344 0.0500
O -1.50483 -0.04507 -0.74979 -0.0013
H -2.99873 2.14794 0.50024 0.1285
H -4.14439 0.80106 0.73786 0.0169
H -3.90468 1.46655 -0.91015 0.0620
H -2.69722 -1.96179 -0.46851 0.1966
H -4.19403 -1.56116 0.15310 0.1531
```

Results
Charge: 0
HOMO-LUMO gap, eV: 9.2
Highest occupied orbital energy, eV: -8.46
Lowest unoccupied orbital energy, eV: 0.70


# 3
ORCA calculation (the ωB97M-V functional and the def2-TZVPD basis) on a molecular structure, C18H27AlBeBrCl3F6N4O12S5 at a distorted geometry.

XYZ file:
```
78
Properties=species:S:1:pos:R:3:lowdin_charge:R:1
N 1.26526 -2.77052 4.44327 0.0346
C 0.53595 -1.66091 4.09540 -0.2898
C 1.11656 -0.23742 3.52874 -0.1969
C 2.41023 -0.36484 2.52368 -0.1461
C 2.60656 -1.52441 1.37364 -0.1268
C 3.93521 -1.62961 0.41369 0.0333
C 5.12265 -0.50861 0.66634 -0.2112
N 6.46287 -0.34964 -0.01962 -0.2681
S 7.19698 1.09571 0.71216 0.9053
N 6.10249 1.68812 1.94120 -0.3071
C 4.95848 0.68796 1.81486 -0.2880
C 3.61089 0.77835 2.74527 -0.1399
H 2.26684 -2.54249 4.26056 0.0804
H -0.64273 -1.72616 4.27331 0.1152
H 1.32770 0.57370 4.37903 0.0108
H 0.24027 0.23962 2.87347 0.1322
H 1.72291 -2.30725 1.24745 -0.1581
H 4.04746 -2.47511 -0.42097 0.1207
H 3.48301 1.62861 3.57143 -0.0345
Cl 3.86074 3.17234 2.41976 0.0182
O -2.29489 -1.13627 2.41757 -0.3070
S -3.71369 -1.35527 2.23381 0.6245
O -4.25253 -2.65201 1.88516 -0.2729
O -4.29020 -0.25002 1.18490 -0.2706
C -3.66509 -0.12337 -0.08407 -0.2484
C -4.10326 -1.22662 -1.02898 -0.0065
C -4.56752 -0.76101 3.67251 -0.1119
H -2.57516 -0.09950 0.01824 0.1106
H -3.97210 0.84304 -0.49697 0.1378
H -3.72564 -2.19917 -0.69895 0.1154
H -3.72660 -1.04268 -2.03912 0.1029
H -5.19492 -1.29851 -1.06292 -0.0259
H -4.21075 0.24410 3.90584 0.0799
H -4.34820 -1.43786 4.50030 0.0809
H -5.64104 -0.75574 3.47003 0.0780
Be -6.66872 -0.64689 -1.39574 1.0582
C 9.67184 0.14268 3.03956 -0.2916
O 10.28682 0.70112 4.07121 -0.5383
H 10.30529 -0.26209 2.23196 0.0904
H 9.02494 -0.72668 3.24673 0.0958
H 8.98117 0.77736 2.45864 0.0042
Al 1.08394 -3.07899 2.48061 0.7047
Br 10.87460 0.83835 6.10896 0.5567
C 0.78999 0.62827 7.34625 -0.9362
Cl 2.13878 0.68261 6.20478 0.6310
Cl -0.60851 -0.19050 6.63983 0.5696
H 1.10382 0.08741 8.24231 0.0404
H 0.50740 1.64984 7.61184 0.0419
C -2.28164 -1.17594 -9.04650 -0.6079
F -3.19517 -1.42372 -10.02891 0.1050
F -1.11601 -1.76641 -9.44902 0.0950
F -2.04262 0.16985 -9.07557 0.0949
S -2.81834 -1.75010 -7.39990 0.6019
O -2.99608 -3.19644 -7.55577 -0.3000
O -4.05179 -1.00592 -7.13579 -0.3007
N -1.52746 -1.28074 -6.61030 -0.2896
S -1.61336 -1.60549 -5.06194 0.6001
O -1.54164 -3.01991 -4.68693 -0.3056
O -2.56701 -0.81216 -4.28209 -0.3204
C 0.01966 -0.92986 -4.61094 -0.6073
F 0.13373 0.39942 -4.91059 0.0969
F 1.04093 -1.54731 -5.27845 0.0979
F 0.30493 -1.04795 -3.28181 0.0889
C -6.83886 1.83319 -3.85571 -0.7877
O -7.24080 1.97225 -5.03604 0.0870
O -6.90041 2.98309 -3.19931 0.1026
O -6.41280 0.83210 -3.23754 -0.0167
H -7.25402 3.44076 -3.98888 0.1254
C 1.18996 2.47316 -0.96794 -0.2466
S -0.41882 2.06110 -0.25022 0.7904
O -1.29340 1.56043 -1.36156 -0.5548
C -0.91190 3.76564 0.10344 -0.2617
H 1.66911 1.54870 -1.29872 0.0526
H 1.05877 3.13862 -1.82446 0.0650
H 1.81620 2.95282 -0.21209 0.0357
H -0.91517 4.35261 -0.81812 0.0620
H -0.21852 4.20424 0.82506 0.0562
H -1.91756 3.75494 0.52966 0.0437
```

Results
Charge: 0
HOMO-LUMO gap, eV: 1.3
Highest occupied orbital energy, eV: -7.63
Lowest unoccupied orbital energy, eV: -6.36


E, respectively: -23318.706; -12008.677; -234693.851 eV.